# C37H44Cl5Ge3MnN2O7SSe

A molecular structure, C37H44Cl5Ge3MnN2O7SSe at a distorted geometry (the ωB97M-V functional and the def2-TZVPD basis, the OMol25 dataset).

## Properties
E_LUMO (spin up / spin down)	-3.97 / -4.01	eV
2S+1	6
E	-14554.425066	hartree
net charge	+1
ΔE to the lowest compared entry with this formula, charge and spin	2.159	eV

Last column: Mulliken charge in e.
Cartesian coordinates (Å):
C -2.96471 -4.55126 -0.32362  -0.178
H -5.44367 1.80833 -1.44612  0.555
H -2.95019 2.47263 -4.73686  0.565
H -1.42381 2.93743 -3.96408  0.330
C -2.22495 2.19990 -3.96823  -1.102
H -2.34163 -0.84771 0.05282  0.891
H -0.60363 -7.42997 3.98587  0.458
O -0.18752 -1.36609 1.23180  0.069
O -3.08985 -6.68605 0.52189  -0.586
C -0.39090 -6.91245 3.05012  -1.008
H 3.75161 -7.34313 3.44803  0.352
H -1.82307 1.21629 -4.18549  0.273
C -3.16275 -3.75539 -1.43920  -0.606
H 2.64247 -8.60968 2.89001  0.365
C -1.01218 -2.12656 1.89189  0.435
H 1.52156 2.51150 3.40855  0.217
C -2.47710 4.89921 1.64019  -0.009
H -2.04754 -4.82667 1.59206  0.531
C 1.96548 -0.79865 -1.30825  -1.085
O -1.01644 -2.31792 3.08692  -0.672
C -2.39069 -1.92081 -0.09034  -0.386
C 2.82549 0.09980 -3.45071  -0.885
H -4.78442 4.18232 -2.84180  0.563
H -4.33242 2.11750 1.04882  0.225
N -2.60811 -1.53201 -2.44036  0.780
H 2.79237 -4.36328 3.83148  0.325
O -3.97957 -6.30744 -1.40621  -0.629
H -0.95436 4.94107 -2.30318  0.196
C 4.02428 -1.64971 -2.30345  -0.316
C -0.19235 3.96280 -0.53596  0.695
C -0.11449 4.83170 -1.62631  -0.484
C 1.93059 0.04572 -2.39785  1.135
C -4.41279 4.82664 3.06821  -0.645
H 0.28377 -3.88795 -1.91575  0.044
H 1.08792 6.23793 -2.71092  0.451
Se 0.61034 -4.58589 0.45804  0.006
C 2.73133 -7.72028 3.51314  -1.194
H -5.02099 5.27367 3.84309  0.413
H 0.87787 3.15932 1.14976  0.112
H -2.29500 2.52093 3.58473  0.347
C -3.25831 5.46715 2.63762  -0.744
H 2.90718 4.48195 0.74004  0.442
C -0.31446 2.21448 4.50967  -0.863
C -1.24508 2.41050 3.32172  0.376
O -0.87686 1.39542 0.81413  -0.551
C 2.12229 5.44650 -1.00770  -0.636
Cl 0.57548 1.22501 -2.35597  -0.016
H 1.65791 1.31469 4.69266  0.443
H -3.17658 4.86700 -2.61536  0.384
C 2.05668 4.58386 0.07854  -0.808
Cl 5.34461 -2.74821 -2.25638  -0.165
H 1.26139 0.50876 2.06224  0.179
H 1.65994 -6.86675 0.42641  0.467
Ge -1.79486 2.91395 -0.34394  -0.139
Mn 0.00334 -0.32069 -0.53254  -0.013
H -3.54357 -4.16192 -2.36544  0.649
H -0.94007 3.24515 2.69560  -0.211
C -2.80451 -2.43182 -1.29609  0.229
H -4.33958 0.56989 -0.81762  0.196
H 1.88753 -4.62816 -1.72520  0.330
C -3.88465 4.13553 -2.22484  -1.364
H -0.73217 1.48003 5.20178  0.372
O -1.87669 -0.54300 -2.21660  -0.382
H 3.02227 6.01787 -1.18990  0.407
H -0.64072 -7.57863 2.22495  0.348
H -4.16288 4.43220 -1.21341  0.409
H 2.85042 -5.62704 0.89139  0.491
C -2.31292 -4.11649 0.82307  -0.341
H -0.18661 3.14994 5.05233  0.411
O -3.10598 -1.78601 -3.51275  -0.555
N -3.37764 -5.97453 -0.40986  1.073
C -4.79928 3.62177 2.49433  -0.812
H 1.42990 -4.71222 4.90431  0.396
C 3.07575 -1.62358 -1.27569  0.984
H -4.92241 0.46845 -2.48357  0.427
Ge 1.47242 -6.35778 2.94712  0.375
C -4.02030 3.05605 1.49581  0.047
C 3.89365 -0.79342 -3.40352  0.704
H 2.54115 -8.00967 4.54714  0.374
H 0.56357 -0.39103 3.40615  0.753
C 0.62565 0.59311 2.94176  -0.716
H 0.44100 -5.66235 -1.83777  0.398
S -1.06150 0.90862 2.32290  0.503
Cl 2.61901 1.20440 -4.75647  -0.190
H -1.57851 5.40661 1.30886  0.466
Cl 3.31809 -2.64536 0.10380  -0.100
C -4.61003 1.15466 -1.69563  -1.256
C 1.74199 -4.65491 3.86100  -0.697
C 0.83271 -4.71759 -1.46911  -0.930
C 1.03590 5.57295 -1.85933  -0.793
H -1.03043 -6.03170 2.99855  0.214
Cl 5.04588 -0.80811 -4.67280  -0.176
C 0.99656 1.70182 3.91935  -0.673
C -2.84543 3.68109 1.06908  0.122
H -5.70566 3.13003 2.82196  0.438
H -2.96702 6.41225 3.07644  0.446
Ge -3.15914 2.30159 -2.28992  1.413
H 1.14751 -3.87972 3.37472  -0.056
C -1.99616 -2.76648 0.92322  -0.848
C 0.90825 3.84242 0.31125  0.257
C 1.82911 -5.98141 1.03896  -1.036

Cartesian forces, eV/Å:
C -0.2085 -0.0851 -0.0480
H -0.0499 -0.0484 0.0297
H 0.0497 0.0117 -0.0372
H 0.0209 -0.0016 -0.0327
C -0.0255 -0.3308 -0.2074
H 0.2821 -0.0537 -0.1079
H -0.0056 0.0188 0.0033
O -0.1941 0.3645 0.1615
O 0.0322 -0.1199 0.1139
C -0.0122 -0.0939 0.1434
H 0.0091 -0.0177 -0.0279
H 0.0454 -0.0154 -0.0218
C 0.0531 -0.1644 -0.1274
H 0.0217 -0.0027 -0.0098
C -0.0983 -0.2393 -0.3776
H -0.0232 0.0090 -0.0077
C -0.1654 0.0258 -0.0414
H -0.1396 0.0635 -0.0039
C -0.3437 0.4954 -0.2774
O 0.0435 -0.0097 0.1275
C 0.1285 0.0915 0.3041
C -0.0362 0.1092 -0.1283
H 0.0151 -0.0164 -0.0336
H -0.0185 0.0071 -0.0001
N -0.5750 -0.3010 -0.0216
H 0.0088 0.0012 -0.0194
O -0.0429 -0.0917 -0.0975
H 0.0179 -0.0175 -0.0368
C -0.0136 -0.0437 -0.0694
C 0.2206 0.0389 -0.3587
C 0.0737 0.0055 0.0716
C -0.0311 0.1403 0.0153
C -0.0105 -0.0100 -0.0074
H 0.0016 -0.0125 -0.0428
H -0.0119 0.0179 0.0045
Se 0.1491 -0.4550 -0.0854
C 0.0078 -0.1092 0.1702
H -0.0015 0.0034 0.0100
H 0.0319 -0.0416 0.0059
H 0.0039 0.0591 -0.0415
C 0.0530 -0.0060 -0.0107
H 0.0057 0.0035 0.0008
C 0.0880 -0.1075 -0.0395
C -0.0317 -0.0287 0.0839
O -0.0556 0.0344 -0.4848
C 0.0042 -0.0070 0.0248
Cl 0.2991 0.4193 -0.6653
H 0.0395 -0.0173 -0.0381
H -0.0181 0.0069 -0.0216
C 0.0021 -0.0049 0.0170
Cl -0.0154 0.0412 0.0517
H 0.0286 -0.0415 0.0379
H -0.0001 -0.0261 0.0297
Ge 0.5755 -0.5217 0.7351
Mn 0.1249 -0.9783 1.0051
H 0.0707 -0.0351 0.0038
H 0.0945 -0.0081 0.0708
C -0.0660 0.2730 -0.4760
H -0.0180 -0.0313 -0.0097
H -0.0093 0.0500 0.0231
C -0.1052 0.1132 -0.0664
H 0.0079 0.0099 0.0252
O -0.2199 -0.2923 -0.4686
H 0.0117 -0.0021 -0.0080
H -0.0353 0.0185 -0.0202
H -0.0555 0.0085 -0.0227
H 0.0197 -0.0588 -0.0235
C -0.1204 -0.0266 0.0405
H -0.0611 0.0109 0.0046
O 0.4243 0.3562 0.7438
N 0.1274 0.3247 -0.0363
C 0.0190 -0.0094 0.0395
H 0.0139 0.0045 0.0056
C 0.2046 -0.2878 0.1279
H -0.0349 0.0144 0.0181
Ge 0.0513 0.2139 -0.2900
C 0.0618 0.0351 -0.0145
C -0.0289 0.0398 0.0641
H 0.0211 -0.0133 -0.0012
H -0.0677 -0.0169 -0.0579
C 0.1043 0.0825 0.0409
H -0.0243 -0.0009 -0.0102
S 0.0154 0.1826 0.0680
Cl 0.0585 -0.0886 0.1030
H 0.0192 0.0096 -0.0091
Cl 0.1584 0.1724 -0.0517
C 0.0362 -0.3702 -0.1885
C -0.0308 -0.0223 0.1338
C 0.0558 0.0005 0.0511
C -0.0223 -0.0054 -0.0071
H -0.0379 -0.0326 0.0234
Cl -0.0297 -0.0170 0.0261
C -0.0579 0.0594 0.0169
C -0.5022 0.1118 0.0333
H -0.0050 -0.0027 0.0019
H -0.0089 0.0108 0.0056
Ge -0.0696 0.7896 0.5061
H 0.0064 0.0245 0.0334
C -0.2260 0.2359 0.0862
C -0.0642 0.0887 -0.0294
C 0.0099 0.1326 -0.1221

---

# C37H44F8N5PS2SeTc

A molecular structure, C37H44F8N5PS2SeTc (the ωB97M-V functional and the def2-TZVPD basis, the OMol25 dataset).

## Properties
E_LUMO (spin up / spin down)	3.88 / 3.88	eV
2S+1	4
E	-6129.032059	hartree
net charge	-2
ΔE to the lowest compared entry with this formula, charge and spin	1.010	eV

Last column: Mulliken charge in e.
Cartesian coordinates (Å):
C -5.60570 1.17693 0.35203  0.244
Se 1.62277 2.01640 -2.14090  -0.191
C 0.68195 -1.88632 -2.73242  -2.569
C 1.14408 3.34451 0.79352  0.342
F 1.61626 -0.83657 -6.55521  -0.377
N 0.59361 -0.74424 0.10950  1.456
C 2.25447 2.78339 5.41755  0.639
N -1.35864 1.58531 0.17059  1.996
H -0.77705 -3.31676 3.35864  0.682
C -0.41655 0.22352 -6.01980  0.745
H -1.42482 0.33335 -1.44997  0.050
H -1.54506 2.89635 1.75271  0.357
N 0.57788 1.27712 2.39206  1.117
C 0.41770 -4.30017 -2.14864  -2.127
H -1.77891 -1.31691 0.97659  0.171
H 3.05050 -1.53956 -1.12501  0.289
C 0.00079 -3.07897 2.62511  -1.994
C 0.74634 4.62142 0.27548  1.379
H 3.56489 -4.70851 0.70534  0.528
H -7.21039 0.56415 -0.66078  0.248
C 2.49693 -4.48485 0.58989  -2.008
H -1.78726 -1.72473 -1.50827  0.056
H 0.58303 -0.86752 -2.35897  -0.126
H 1.86519 5.91853 1.61257  0.294
H -0.76763 -0.24728 2.30365  1.193
H -0.01315 -5.25538 0.93072  0.246
H 2.12756 -5.08068 -0.24334  0.234
C 1.17938 5.88046 0.77398  -0.775
F 1.81206 4.05095 5.49520  -0.240
H 2.60567 -2.74978 2.53192  0.306
H 3.34432 1.16458 1.39613  0.253
H -2.02457 -3.46604 -1.34944  0.343
C -3.40180 0.67857 -0.70667  -1.007
C 0.64657 0.90738 5.14165  -0.666
C -2.04109 0.83732 -0.71651  -0.820
C -0.18633 0.12943 4.34695  -0.814
H -2.40290 -2.43343 2.20601  0.447
C 1.39825 1.90576 4.55588  0.151
C -0.53641 1.55632 -4.03313  0.456
H -0.45603 8.04222 -1.28259  0.342
C 0.90741 -0.04171 -5.73214  0.409
H 4.27344 -2.68671 -0.53617  0.631
N -6.21101 0.42588 -0.67570  -0.454
H 2.00030 -4.82416 1.49867  0.339
C -0.15703 4.68292 -0.82100  -0.252
C -0.57236 5.88171 -1.36073  -0.995
C -1.93058 -2.36875 1.22092  -1.865
C 0.78876 1.29317 -3.69562  -0.430
F 2.76468 0.15676 -4.36598  -0.463
C -0.91098 -4.63745 0.95181  -2.076
H 0.69168 0.75749 6.21114  0.465
H 1.49233 -4.44912 -2.24568  0.335
F -1.28504 2.35740 -3.27106  -0.382
H -3.99956 2.70541 1.94005  0.388
H -1.54657 -5.01023 1.76404  0.538
C 1.30241 2.12598 3.16667  -0.153
H 0.02690 -5.05577 -1.46641  0.269
N 2.96130 1.03921 0.46459  -0.485
C -4.20039 1.32486 0.28375  0.657
H 1.73952 -2.06851 -2.91652  0.176
H -5.82235 0.59918 -1.59433  0.182
S 2.02174 3.45402 2.33864  -0.642
C 1.48373 0.48806 -4.59301  0.164
Tc 0.77781 1.39339 0.30074  -0.097
C 2.33076 -2.97866 0.36462  2.609
C 3.22181 -2.57399 -0.82120  -2.095
C -0.60538 -3.15748 1.21634  2.893
H -0.02034 -4.49062 -3.13557  0.526
C -0.12379 7.10347 -0.85554  -0.530
H -3.83969 0.01767 -1.44330  0.290
H 2.47186 -1.22670 1.65581  0.153
H -2.64289 -2.76073 0.49736  0.284
C -1.45786 -2.69746 -1.87129  -2.247
H -0.81537 -0.64112 4.76915  0.465
C 2.87019 -2.24174 1.60590  -1.751
H 0.80553 -3.80164 2.76260  0.247
H 0.38987 -2.08946 2.85366  0.118
H -1.26924 5.86345 -2.19240  0.390
H 1.12178 8.00752 0.64429  0.340
H -1.71813 -2.76743 -2.93259  0.696
F 2.30913 2.32879 6.69447  -0.329
H 3.44404 1.66585 -0.17120  0.285
F 3.53377 2.84418 4.99366  -0.237
C -2.10659 2.25362 1.08513  -0.648
H 3.96370 -2.19503 1.56118  0.459
H 0.16002 -1.97300 -3.69194  0.712
C -3.46608 2.15005 1.18175  -1.299
C 0.75573 7.07628 0.22173  -0.632
S -6.60804 1.78312 1.58459  -0.579
C -1.14059 1.02939 -5.16198  0.112
C 0.06357 -2.86950 -1.73233  3.401
P 0.58280 -2.26699 0.00623  -1.909
F -2.42067 1.31026 -5.45085  -0.354
F -0.98923 -0.28784 -7.12374  -0.359
C -0.17958 0.34497 2.98663  -1.247
H 3.11453 0.08664 0.15390  0.072
H -1.45506 -4.79693 0.02316  0.337
H -0.52671 3.75488 -1.23279  0.374
H 3.05406 -3.20308 -1.69412  0.346

Cartesian forces, eV/Å:
C 0.0085 -0.0029 -0.0036
Se -0.0205 -0.0280 0.0983
C 0.0104 -0.0311 0.0150
C 0.0022 -0.0054 -0.0047
F 0.0043 -0.0052 -0.0129
N -0.0826 -0.0508 0.2095
C -0.0001 -0.0074 -0.0052
N 0.0244 -0.0021 -0.0176
H -0.0007 0.0022 0.0037
C 0.0043 -0.0059 0.0051
H 0.0031 0.0062 -0.0016
H 0.0012 -0.0002 -0.0018
N -0.0103 -0.0258 0.0835
C 0.0041 -0.0112 0.0125
H 0.0034 0.0096 0.0082
H 0.0011 -0.0030 0.0060
C -0.0096 -0.0017 0.0105
C 0.0269 0.0007 -0.0074
H -0.0015 -0.0009 -0.0033
H -0.0061 0.0011 -0.0011
C 0.0172 0.0112 -0.0078
H -0.0037 -0.0190 0.0082
H -0.0127 -0.0002 0.0086
H -0.0007 -0.0011 0.0018
H -0.0047 -0.0057 -0.0016
H -0.0091 0.0007 -0.0011
H -0.0157 -0.0103 -0.0325
C -0.0027 0.0039 0.0029
F 0.0039 -0.0001 0.0058
H 0.0054 0.0075 -0.0052
H 0.0133 -0.0085 0.0012
H 0.0077 -0.0110 -0.0031
C 0.0007 0.0051 0.0013
C 0.0000 -0.0043 0.0120
C 0.0058 0.0207 -0.0078
C -0.0129 -0.0040 -0.0023
H 0.0014 0.0039 0.0020
C 0.0108 0.0132 -0.0016
C 0.0127 -0.0124 -0.0124
H 0.0008 -0.0002 0.0005
C 0.0167 0.0171 0.0030
H -0.0005 0.0020 -0.0024
N 0.0023 0.0051 0.0045
H 0.0147 0.0018 -0.0228
C -0.0312 0.0095 0.0074
C -0.0014 -0.0116 0.0068
C -0.0024 -0.0102 0.0149
C -0.0250 -0.0143 -0.0015
F 0.0077 0.0018 -0.0030
C -0.0148 0.0064 0.0028
H -0.0002 0.0011 -0.0014
H 0.0354 -0.0016 0.0094
F -0.0050 0.0093 0.0194
H -0.0023 0.0007 -0.0013
H -0.0015 0.0004 0.0016
C 0.0032 0.0039 -0.0138
H 0.0220 0.0172 -0.0247
N 0.0135 0.0216 0.0110
C -0.0030 -0.0043 -0.0059
H 0.0016 -0.0026 0.0044
H -0.0028 -0.0019 0.0007
S -0.0020 0.0024 0.0013
C 0.0080 0.0236 -0.0170
Tc 0.0315 0.0672 -0.2812
C 0.0077 0.0011 -0.0034
C -0.0078 -0.0113 0.0124
C 0.0060 -0.0085 -0.0095
H 0.0045 -0.0020 0.0017
C 0.0077 0.0043 0.0009
H 0.0022 0.0001 0.0016
H -0.0037 -0.0205 0.0039
H 0.0027 0.0008 0.0156
C 0.0005 0.0071 -0.0021
H 0.0009 0.0019 -0.0023
C 0.0044 0.0080 0.0256
H -0.0247 0.0145 0.0062
H -0.0070 -0.0211 -0.0055
H 0.0004 0.0008 0.0002
H -0.0004 0.0014 -0.0010
H 0.0040 0.0017 0.0000
F 0.0037 0.0069 -0.0096
H -0.0014 0.0058 -0.0004
F -0.0085 0.0019 0.0081
C 0.0028 -0.0065 0.0008
H 0.0013 -0.0058 -0.0008
H 0.0015 -0.0037 0.0102
C 0.0014 -0.0001 -0.0011
C 0.0018 -0.0055 -0.0016
S 0.0018 0.0008 -0.0047
C 0.0022 -0.0015 0.0056
C 0.0037 0.0052 -0.0042
P 0.0265 0.0141 -0.1026
F -0.0237 0.0051 -0.0032
F -0.0097 -0.0032 -0.0100
C -0.0016 0.0158 -0.0012
H -0.0135 0.0088 -0.0067
H -0.0098 0.0141 0.0095
H -0.0069 0.0097 0.0108
H -0.0135 -0.0127 -0.0170